1.
Below is C30H50BrCaN3P2S as an isolated structure in a non-equilibrium geometry, with properties calculated with ωB97M-V/def2-TZVPD.

Structure (XYZ):
```
88
Properties=species:S:1:pos:R:3:forces:R:3:lowdin_charge:R:1
C -1.821604 5.847670 -4.994959 -0.3 0.0 -0.4 -0.004
C -1.968840 4.569335 -5.578421 0.1 0.9 -0.5 -0.249
C -2.421267 4.501585 -6.907592 -0.3 0.0 0.1 -0.017
C -2.734833 5.691444 -7.579294 0.2 -0.4 0.6 -0.110
N -2.603813 6.889673 -7.012440 0.0 0.2 -0.1 0.078
C -2.154405 6.979189 -5.760832 0.1 -1.0 0.1 -0.105
C -1.573595 3.384607 -4.845412 1.7 -1.0 0.7 -0.113
C -0.836230 2.545804 -4.269863 2.7 1.8 -1.0 -0.146
C -0.019410 1.641257 -3.510385 -1.5 0.6 -1.3 -0.292
C 0.380553 1.920087 -2.178534 -0.1 0.1 1.2 -0.047
C 0.981411 0.983569 -1.387973 -0.1 0.5 0.4 -0.185
C 1.181036 -0.405754 -1.821833 0.5 0.5 -0.4 -0.625
C 1.016596 -0.555362 -3.269558 -0.4 0.0 -0.6 -0.177
C 0.450673 0.412020 -4.056623 -0.2 -1.0 -0.1 -0.050
Ca -2.867135 1.905708 -3.654580 -2.2 -0.3 2.1 1.513
P 2.811057 -1.214260 -1.267464 0.1 0.2 0.7 1.025
H -2.553364 3.539178 -7.411744 0.1 0.4 0.2 0.109
H -1.467985 5.976359 -3.975394 0.0 -0.1 -0.2 0.116
H -3.107401 5.643445 -8.603808 0.1 0.2 0.3 0.121
H -2.048495 7.973022 -5.327075 -0.1 -0.2 -0.2 0.120
H 0.321443 0.258350 -5.135743 0.1 -0.2 0.4 0.136
H 0.167738 2.928543 -1.803219 0.2 -0.5 0.2 0.135
H 1.315940 -1.508481 -3.713216 -0.2 0.4 0.0 0.109
H 1.175907 1.231903 -0.336987 0.0 0.0 -0.5 0.054
C 2.655090 -2.386076 0.107495 -0.6 0.0 0.5 -0.358
C 3.150640 -3.809729 -0.141162 0.1 -0.2 -0.2 -0.118
H 1.575116 -2.403490 0.321248 0.5 -0.1 0.1 -0.025
H 3.126366 -1.942353 1.000811 0.0 0.0 -0.4 0.103
H 2.874674 -4.436791 0.714551 0.1 0.1 -0.2 0.091
H 2.681467 -4.242573 -1.034731 0.1 0.0 0.2 0.080
H 4.240482 -3.866430 -0.259658 -0.3 0.0 0.0 0.080
C 3.651544 -1.992552 -2.655928 -0.1 -0.3 -0.4 -0.326
C 4.140789 -1.002685 -3.715985 0.1 0.2 -0.4 -0.110
H 2.973637 -2.740705 -3.095639 0.2 0.1 0.1 0.100
H 4.505931 -2.553804 -2.238429 -0.4 0.2 0.0 0.104
H 4.543907 -1.556370 -4.572784 -0.1 0.1 0.2 0.095
H 3.334858 -0.358959 -4.092416 0.3 -0.2 0.1 0.064
H 4.942146 -0.355725 -3.337588 -0.2 -0.2 0.0 0.078
C 3.908891 0.081265 -0.659063 -0.1 0.6 -0.2 -0.329
C 5.313405 -0.400823 -0.269180 0.1 -0.1 0.1 -0.104
H 3.393485 0.510462 0.211770 0.1 0.0 -0.2 0.099
H 3.962537 0.869271 -1.425752 -0.1 -0.1 0.2 0.105
H 5.867355 0.446932 0.159177 -0.2 -0.3 -0.2 0.094
H 5.275943 -1.187638 0.496688 0.0 0.2 -0.2 0.077
H 5.891599 -0.779003 -1.124090 -0.2 0.1 0.2 0.078
Br -0.371976 -1.517317 -0.718737 0.0 0.1 -0.3 0.620
P -3.465804 -1.799219 -4.186989 -0.4 -2.2 -0.5 0.973
C -1.757360 -2.499042 -4.007295 0.0 0.3 0.0 -0.438
C -1.697598 -4.000171 -3.722644 0.2 -0.2 -0.2 -0.138
H -1.288609 -1.954388 -3.173078 0.0 -0.1 -0.4 -0.015
H -1.192235 -2.265705 -4.922283 -0.1 -0.1 0.2 0.074
H -0.640299 -4.297583 -3.658239 -0.3 0.0 0.0 0.076
H -2.171330 -4.271143 -2.774137 0.2 0.1 -0.3 0.046
H -2.168212 -4.589471 -4.520362 0.1 0.2 0.2 0.084
C -3.794208 -1.503510 -2.399055 0.2 0.7 -0.2 -0.455
C -4.247483 -2.791648 -1.693134 -0.4 -0.2 0.1 -0.139
H -4.604380 -0.754970 -2.353227 0.1 -0.1 0.3 0.070
H -2.883234 -1.110941 -1.914621 -0.3 0.0 0.0 0.007
H -4.371995 -2.595285 -0.622172 0.0 0.0 -0.2 0.081
H -5.212549 -3.148751 -2.087531 0.3 0.2 0.1 0.087
H -3.541038 -3.626156 -1.785649 -0.2 0.5 0.0 0.048
C -3.033219 -0.196408 -4.967996 0.5 0.3 0.6 -0.577
C -2.682816 -0.227388 -6.458784 0.0 0.1 -0.1 -0.114
H -2.098366 0.120756 -4.408025 -0.6 -0.1 -0.6 0.010
H -3.946636 0.444301 -4.823907 0.4 -0.4 -0.2 0.048
H -2.537417 0.803473 -6.822830 0.0 -0.4 0.0 0.070
H -1.745081 -0.780318 -6.614223 -0.4 0.1 0.0 0.081
H -3.486312 -0.693039 -7.045496 0.3 0.1 0.2 0.094
C 1.932227 1.879838 5.883949 -0.1 -0.1 0.0 -0.084
C 0.600114 1.699667 5.181416 0.0 -0.1 0.0 -0.243
N 0.854232 1.286354 3.778090 0.1 0.5 -0.3 -0.040
C -0.258056 1.131358 2.981300 -0.5 -0.1 -0.1 -0.887
S -0.583915 2.088024 1.631846 0.3 -0.3 0.2 0.563
N -1.139493 0.185087 3.385989 0.4 -0.2 -0.5 -0.009
C -0.743028 -1.057037 4.087492 -0.2 0.2 -0.1 -0.239
C -1.888793 -1.553419 4.952337 0.0 -0.1 0.1 -0.085
H 2.536095 0.969896 5.822673 -0.1 0.1 0.0 0.079
H 1.765775 2.102738 6.938025 0.1 0.1 -0.1 0.083
H 2.484651 2.703628 5.423272 0.0 -0.1 0.2 0.078
H -0.008434 0.929703 5.668871 0.1 0.2 -0.1 0.104
H 0.026398 2.643429 5.189581 0.1 -0.3 0.0 0.129
H 1.540442 1.904881 3.339077 -0.5 -0.1 0.2 0.109
H -1.899614 0.059746 2.717496 0.2 0.2 0.4 0.115
H -0.512298 -1.822458 3.328482 0.1 0.2 0.2 0.114
H 0.163281 -0.857765 4.671698 -0.3 -0.1 -0.2 0.104
H -2.708439 -1.949356 4.338514 0.1 0.2 0.1 0.077
H -1.522805 -2.366483 5.584405 -0.2 0.1 0.0 0.081
H -2.279917 -0.752022 5.588018 0.1 -0.2 -0.1 0.082
```
Forces are in eV/Å.

Values from the calculation:
Frontier orbital gap ... 5.70 eV
Total charge ... +2
Electronic energy ... -5669.29858 a.u.
HOMO level ... -12.3 eV

2.
Below is a 9-piece molecular cluster, C30H50Cl6O12S overall in a non-equilibrium geometry, with properties calculated with ωB97M-V/def2-TZVPD.

Structure (XYZ):
```
99
Properties=species:S:1:pos:R:3:forces:R:3:lowdin_charge:R:1
O 4.422887 7.673024 12.967408 0.3 -0.9 -0.5 -0.350
S 5.211116 6.856774 12.052942 0.3 0.4 -0.2 0.717
O 5.741847 5.552467 12.480454 -0.7 1.7 -0.8 -0.341
C 4.327761 6.752663 10.399669 -0.4 0.4 0.7 -0.187
C 5.128928 7.561088 9.312731 0.2 -0.5 1.8 -0.164
C 6.533716 7.524685 9.924151 2.0 -1.0 -1.2 -0.289
C 6.540379 7.898384 11.350106 -0.9 0.1 1.3 -0.253
H 3.354736 7.147871 10.691453 0.0 0.1 -0.4 0.087
H 4.191137 5.693106 10.183413 0.3 0.1 -0.2 0.097
H 5.006718 7.075914 8.344344 0.3 0.1 0.1 0.112
H 4.886153 8.620330 9.228095 -0.7 -0.1 0.1 0.112
H 7.297959 8.184392 9.513257 -0.3 0.0 -0.9 0.118
H 6.956620 6.520702 9.888597 0.0 -0.2 -0.5 0.119
H 6.300866 8.961430 11.375777 -0.4 0.0 0.8 0.110
H 7.452437 7.711063 11.916809 0.0 -0.1 -0.3 0.112
O 11.170681 5.195888 -3.206976 0.0 -1.1 -1.2 0.139
C 11.413579 5.853407 -2.256276 -1.0 -0.1 -0.3 -0.502
C 10.985407 5.594507 -0.835968 0.4 -0.6 -0.1 -0.080
C 11.176310 6.934596 -0.226506 -1.0 -0.7 2.4 -0.194
C 12.132098 7.612772 -1.088003 1.4 2.1 -0.8 -0.194
O 11.998328 7.061076 -2.385136 0.0 -0.1 0.0 0.047
H 9.966101 5.222134 -0.733732 0.2 -0.2 -0.4 0.136
H 11.673598 4.896869 -0.358688 -0.1 -0.4 -0.3 0.133
H 10.196365 7.407468 -0.161815 0.3 0.5 0.1 0.129
H 11.607356 6.757584 0.758871 -0.4 0.7 0.3 0.125
H 11.927858 8.682585 -1.131725 0.1 0.1 -0.2 0.130
H 13.182447 7.517090 -0.812867 0.0 -0.2 0.3 0.132
O 5.060444 17.595141 6.488806 0.3 -1.3 0.9 0.114
C 5.715934 16.654755 6.878690 -0.4 0.6 -1.2 -0.470
C 7.181117 16.686011 7.212307 0.2 -0.6 0.0 -0.082
C 7.637309 15.317349 6.664829 0.0 -0.2 0.7 -0.143
C 6.375368 14.419761 6.920546 1.5 1.2 -1.4 -0.137
O 5.280547 15.356970 6.816937 -0.2 -0.4 0.5 0.012
H 7.571235 17.579719 6.725288 0.3 -0.2 0.2 0.126
H 7.349014 16.720452 8.288749 -0.1 0.2 0.0 0.127
H 7.955852 15.430823 5.628606 -0.4 -0.3 -0.1 0.113
H 8.454341 14.844666 7.209916 0.2 0.4 0.0 0.105
H 6.317826 13.675332 6.126430 -0.5 0.1 0.0 0.119
H 6.521750 13.879004 7.855557 -0.8 0.4 0.4 0.117
O 5.619004 2.810262 -3.509772 0.1 -0.6 -0.3 0.120
C 5.524421 3.225922 -4.624501 0.9 0.5 0.5 -0.457
C 6.035604 2.673348 -5.987759 -1.2 -0.8 1.6 -0.091
C 5.968283 3.895678 -6.850587 0.1 -0.4 -0.3 -0.161
C 4.820407 4.703435 -6.204994 0.7 -0.2 -0.9 -0.160
O 4.909134 4.436096 -4.812490 0.3 -0.3 -0.4 0.012
H 6.930443 2.051474 -5.962300 0.4 0.7 0.4 0.126
H 5.290795 1.900336 -6.176998 -0.5 0.1 -0.6 0.124
H 6.945507 4.363258 -6.730156 -0.2 0.6 -0.2 0.120
H 5.817758 3.641836 -7.899871 -0.1 0.3 0.0 0.117
H 4.944725 5.760980 -6.437869 -0.2 0.0 0.4 0.125
H 3.844087 4.345382 -6.531658 0.0 0.1 -0.3 0.126
O -1.829035 9.944528 -4.318992 -1.4 2.5 1.6 0.091
C -2.564067 10.881825 -4.006966 2.5 -1.2 -1.7 -0.411
C -3.864965 11.215500 -4.702589 -0.3 -0.4 1.1 -0.094
C -4.540496 11.950870 -3.563131 -0.4 1.3 -0.3 -0.159
C -3.365429 12.774259 -2.987098 -0.4 -0.1 -0.2 -0.167
O -2.237874 11.915371 -3.107291 0.0 -2.5 -0.9 -0.004
H -3.679469 11.853804 -5.566453 0.2 0.2 0.1 0.133
H -4.428170 10.349889 -5.051358 0.4 -0.1 0.1 0.127
H -5.368747 12.550508 -3.940645 0.0 0.3 0.3 0.113
H -4.947168 11.284133 -2.802736 0.2 -0.2 -0.1 0.120
H -3.096600 13.646928 -3.582339 -0.5 0.3 0.0 0.125
H -3.481423 13.044145 -1.937439 0.0 0.0 -0.1 0.124
O 5.687405 12.230567 -5.458184 2.1 -0.5 -0.4 0.104
C 6.797427 11.902999 -5.843840 -1.9 0.0 -0.9 -0.478
C 8.099987 11.847245 -5.175739 2.2 -0.3 2.0 -0.086
C 9.136739 11.269476 -6.167688 -0.2 0.6 -0.3 -0.142
C 8.427732 11.384462 -7.489533 -1.8 -0.9 -0.1 -0.136
O 7.003207 11.446491 -7.108505 0.0 0.3 -0.8 0.005
H 8.369859 12.749378 -4.626719 0.0 0.4 -0.6 0.130
H 8.120936 11.137180 -4.349003 -0.8 -0.1 0.1 0.126
H 10.104088 11.763628 -6.258042 0.0 -0.1 0.6 0.118
H 9.242439 10.205613 -5.955263 0.4 0.2 0.1 0.116
H 8.630721 12.210102 -8.171613 0.2 0.2 0.4 0.124
H 8.525505 10.458037 -8.055461 0.0 0.1 -0.2 0.120
Cl 2.201583 0.724316 5.963238 0.0 -0.5 0.0 0.526
C 2.025570 1.830565 4.587024 0.4 0.4 -0.1 -0.674
C 2.921322 1.529157 3.393560 -0.2 -0.3 -0.2 -0.641
Cl 4.642614 1.382163 3.905656 -0.6 0.0 -0.5 0.515
H 2.304837 2.786593 5.029889 -0.4 0.1 -0.4 0.060
H 0.979495 1.772179 4.286307 0.1 0.3 0.0 0.071
H 2.843494 2.272699 2.600350 0.2 0.7 0.5 0.071
H 2.554559 0.672959 2.827422 0.5 -0.7 0.6 0.073
Cl 0.936202 16.447481 0.315177 -1.1 0.3 0.5 0.577
C 2.424286 15.864109 -0.366342 0.9 -1.6 0.5 -0.701
C 3.267377 15.192028 0.746194 0.1 1.0 -0.2 -0.658
Cl 4.918530 14.849762 0.145387 0.0 0.1 -0.1 0.520
H 2.895990 16.727210 -0.836083 0.3 -0.5 -0.1 0.067
H 2.192587 15.014413 -1.008552 -0.1 0.7 -0.7 0.069
H 2.878239 14.225184 1.065390 -0.3 0.4 0.0 0.068
H 3.362030 15.898398 1.570928 0.1 -0.3 0.1 0.059
Cl 0.928802 8.303151 0.885317 0.6 -0.2 -0.4 0.470
C 2.401456 8.439441 -0.194668 -0.1 -0.7 1.0 -0.584
C 3.690114 7.938830 0.523948 -0.4 0.6 0.0 -0.630
Cl 4.026894 8.792914 2.071786 0.0 0.2 -0.3 0.490
H 2.344949 9.484054 -0.500780 0.7 -0.2 0.1 0.062
H 2.225862 7.785056 -1.048503 -0.1 0.1 0.0 0.067
H 4.561432 8.084741 -0.114497 -0.1 0.2 -0.1 0.065
H 3.695708 6.894052 0.834607 -0.6 0.0 -0.4 0.059
```
Forces are in eV/Å.

Values from the calculation:
Frontier orbital gap ... 10.22 eV
Total charge ... 0
Structure (SMILES) ... O=S1(=O)CCCC1.O=C1CCCO1.O=C1CCCO1.O=C1CCCO1.O=C1CCCO1.O=C1CCCO1.ClCCCl.ClCCCl.ClCCCl
Electronic energy ... -5235.26930 a.u.
HOMO level ... -10.2 eV